ORCA calculation (ωB97M-V/def2-TZVPD) on C18H24N4OS in the gas phase.

```
48
C18H24N4OS | the Open Molecules 2025 dataset | ωB97M-V/def2-TZVPD
C -3.90469 -2.39050 -0.43607
C -2.56712 -1.79756 -0.86673
N -1.92420 -1.11990 0.22704
C -0.88688 -1.49577 1.03002
C -0.09108 -2.74067 0.88884
C 1.18991 -2.44740 0.13967
C 2.41339 -2.83663 0.66702
C 3.59044 -2.56908 -0.01021
C 3.55805 -1.90496 -1.22426
C 2.34209 -1.51012 -1.75518
C 1.16528 -1.77746 -1.07777
N -0.63181 -0.55302 1.89742
N -1.48728 0.45907 1.69241
C -2.25487 0.11802 0.69644
S -3.43459 1.14513 -0.07847
C -2.27729 2.51247 -0.44030
C -0.94721 1.90685 -0.87744
O -0.86921 1.14408 -1.82066
N 0.10103 2.28950 -0.13303
C 1.45116 1.81053 -0.35540
C 2.02543 1.13840 0.90236
C 2.89310 2.21200 1.55214
C 3.53933 2.89230 0.34922
C 2.40222 2.98648 -0.67116
H -4.57090 -1.60149 -0.09400
H -3.76484 -3.10514 0.37289
H -4.36826 -2.89848 -1.27686
H -1.89922 -2.58043 -1.23242
H -2.71902 -1.06294 -1.66408
H -0.67132 -3.50222 0.36161
H 0.14872 -3.11227 1.88576
H 2.44647 -3.35065 1.61664
H 4.53494 -2.87711 0.41392
H 4.47592 -1.69302 -1.75249
H 2.30576 -0.98825 -2.70004
H 0.23062 -1.44113 -1.50118
H -2.72737 3.06827 -1.26208
H -2.18851 3.13880 0.44558
H -0.05128 2.81687 0.71246
H 1.38102 1.10838 -1.18850
H 1.23925 0.76505 1.55665
H 2.64607 0.29281 0.60525
H 3.62382 1.79276 2.24104
H 2.27390 2.92401 2.10037
H 4.33832 2.25982 -0.03988
H 3.95955 3.86814 0.58839
H 1.86141 3.92641 -0.54853
H 2.76722 2.94453 -1.69552
```

Summary:
energy above the lowest of the compared OMol25 structures with the same formula, charge and spin = 20.3 kcal/mol
DFT total energy = -1392.78499 hartree
orbital gap = 9.41 eV
structure (SMILES) = CCn1c(Cc2ccccc2)nnc1SCC(=O)NC1CCCC1